Version i
Here is a cluster of 2 separate species, CH2Cl2N2 in total from the OMol25 dataset. Energies are from ωB97M-V/def2-TZVPD.

CARTESIAN COORDINATES (ANGSTROEM)
1 C 1.1928 0.6693 -0.6243
2 N -1.6811 -0.8007 0.6256
3 N -1.1193 -1.6667 0.1278
4 Cl 2.2343 -0.4694 0.0797
5 Cl 0.3666 1.5758 0.5720
6 H 0.5701 0.4781 -1.3983
7 H -1.5635 0.2137 0.6176

Results
Gap between HOMO and LUMO (alpha / beta) ... 9.80 / 6.83 eV
M ... 112.95 g/mol
Charge ... 0
Highest occupied orbital energy (alpha / beta) ... -9.008 / -7.674 eV

Results of the natural (NBO) charge analysis, in e, for atoms 1 through 2: -0.25 -0.32

Version ii
Here is a structure of composition CH2Cl2N2 from the OMol25 dataset. Energies are from ωB97M-V/def2-TZVPD.

CARTESIAN COORDINATES (ANGSTROEM)
1 C -0.7827 -0.0507 -0.0433
2 N -0.1132 -1.0771 0.1504
3 N -2.1567 0.0333 -0.4185
4 Cl -3.0011 -1.3600 0.0312
5 Cl -3.1198 1.3841 0.0495
6 H -0.3632 1.0815 0.0947
7 H 0.7974 -1.1196 0.4326

Results
Gap between HOMO and LUMO ... 9.74 eV
M ... 112.95 g/mol
Charge ... 0
Highest occupied orbital energy ... -9.718 eV

Results of the natural (NBO) charge analysis, in e, for atoms 1 through 2: 0.28 -0.66

Stability summary: most stable version ii, least stable version i.

Version i
Here is an isolated molecule of C3H4N2S2 from the OMol25 dataset. Energies are from ωB97M-V/def2-TZVPD.

CARTESIAN COORDINATES (ANGSTROEM)
1 C 1.4620 -0.4823 0.3553
2 C -1.1528 0.7914 0.0240
3 C -1.4071 -0.6483 -0.2619
4 H 0.7514 -0.8387 1.1628
5 H 1.8294 1.2000 -0.5506
6 H -1.9813 1.5853 0.1176
7 H -0.5081 -1.3011 -0.6640
8 N 1.1588 0.7211 -0.0252
9 N -0.0311 1.4586 -0.0692
10 S 2.8126 -1.2711 -0.0990
11 S -2.9337 -1.2147 0.0102

Results
Gap between HOMO and LUMO ... 7.14 eV
SMILES ... S=C/C=N\NC=S
M ... 132.21 g/mol
Charge ... 0
Highest occupied orbital energy ... -8.952 eV

Results of the natural (NBO) charge analysis, in e, for atoms 1 through 2: -0.13 -0.03

Version ii
Here is an isolated molecule of C3H4N2S2 from the OMol25 dataset. Energies are from ωB97M-V/def2-TZVPD.

CARTESIAN COORDINATES (ANGSTROEM)
1 C 0.0097 0.5734 -0.5959
2 C -0.9705 -0.4057 0.1675
3 C -0.2544 -1.0829 1.2474
4 H 0.6934 1.5526 -1.8955
5 H -1.5280 -0.7562 -0.7316
6 H -1.8584 0.2073 0.3680
7 H 2.2470 0.7080 -0.4753
8 N -0.1962 0.9596 -1.7478
9 N 1.2711 0.7141 0.1197
10 S -0.6759 -2.2364 2.0861
11 S 1.2621 -0.2338 1.4573

Results
Gap between HOMO and LUMO ... 8.26 eV
SMILES ... [H]/N=C1/CC(=S)SN1
M ... 132.21 g/mol
Charge ... 0
Highest occupied orbital energy ... -8.407 eV

Results of the natural (NBO) charge analysis, in e, for atoms 1 through 2: 0.46 -0.60

Stability summary: most stable version ii, least stable version i.

Version i
Here is an isolated molecule of C6H10O from the OMol25 dataset. Energies are from ωB97M-V/def2-TZVPD.

CARTESIAN COORDINATES (ANGSTROEM)
1 C 0.1937 -0.0270 -2.8682
2 C -1.0804 0.0942 -2.0383
3 C 1.3948 0.7430 2.2046
4 C 0.4974 0.0352 1.5156
5 O -0.2688 -0.9406 2.0700
6 C 0.2378 0.2221 0.0944
7 C -0.8983 -0.0613 -0.5455
8 H 0.7238 0.9108 -2.8280
9 H 0.7412 -0.9100 -2.5921
10 H -0.1044 -0.0737 -3.9122
11 H -1.8055 -0.6792 -2.3152
12 H -1.6098 1.0391 -2.2139
13 H 1.4780 0.6465 3.2776
14 H 2.0209 1.3693 1.5875
15 H -0.1830 -0.9534 3.0348
16 H 1.0694 0.5623 -0.5079
17 H -1.6908 -0.4774 0.0716

Results
Gap between HOMO and LUMO ... 9.27 eV
SMILES ... C=C(O)/C=C/CC
M ... 98.14 g/mol
Charge ... 0
Highest occupied orbital energy ... -8.347 eV

Results of the natural (NBO) charge analysis, in e, for atoms 1 through 2: -0.61 -0.43

Version ii
Here is an isolated molecule of C6H10O from the OMol25 dataset. Energies are from ωB97M-V/def2-TZVPD.

CARTESIAN COORDINATES (ANGSTROEM)
1 C 2.6748 -1.7899 0.9871
2 C 1.8573 -1.1758 -0.1260
3 C 0.6278 -0.7198 0.1687
4 C -0.2089 0.0307 -0.7556
5 C -1.2316 0.7928 -0.3680
6 O -1.7144 0.5981 0.9286
7 C -1.7749 2.0285 -0.9814
8 H 2.3157 -1.5050 1.9870
9 H 2.5759 -2.8759 0.9741
10 H 3.6901 -1.3910 1.0481
11 H 2.2225 -1.0159 -1.1306
12 H 0.2033 -0.7066 1.1677
13 H 0.1103 0.0286 -1.7954
14 H -2.5565 1.0132 1.0768
15 H -2.2833 2.6562 -0.2605
16 H -2.5474 1.7868 -1.7206
17 H -1.0298 2.5096 -1.6145

Results
Gap between HOMO and LUMO ... 8.48 eV
SMILES ... C/C=C/C=C(/C)O
M ... 98.14 g/mol
Charge ... 0
Highest occupied orbital energy ... -7.652 eV

Results of the natural (NBO) charge analysis, in e, for atoms 1 through 2: -0.65 -0.19

Stability summary: most stable version i, least stable version ii.

Version i
Here is a cluster of 2 separate species, C6H10O in total from the OMol25 dataset. Energies are from ωB97M-V/def2-TZVPD.

CARTESIAN COORDINATES (ANGSTROEM)
1 C 2.6495 0.3363 0.2924
2 C 1.3979 -0.3923 -0.0731
3 C 0.2132 -0.5377 0.5190
4 O -0.6126 0.3069 1.1955
5 C -1.9502 0.0615 0.6914
6 C -2.2970 0.1642 -0.7486
7 C -2.1445 -1.0359 -0.2770
8 H 3.3523 -0.4931 0.4441
9 H 2.5652 0.8667 1.2426
10 H 3.0904 0.9878 -0.4688
11 H 1.5474 -1.1775 -0.8116
12 H 0.1891 1.7013 -0.7611
13 H -0.2304 -1.5130 0.3817
14 H -2.6722 0.2920 1.4711
15 H -2.5377 0.7536 -1.6194
16 H -0.4982 1.7769 -1.0320
17 H -2.0621 -2.0976 -0.4459

Results
Gap between HOMO and LUMO ... 9.42 eV
SMILES ... C/C=C\OC1C=C1.[H][H]
M ... 98.14 g/mol
Charge ... 0
Highest occupied orbital energy ... -8.318 eV

Results of the natural (NBO) charge analysis, in e, for atoms 1 through 2: -0.65 -0.27

Version ii
Here is a cluster of 3 separate species, C6H10O in total from the OMol25 dataset. Energies are from ωB97M-V/def2-TZVPD.

CARTESIAN COORDINATES (ANGSTROEM)
1 O 1.8439 -1.2066 1.3704
2 C 1.6424 -1.0885 0.0335
3 C 0.7844 -1.7815 -0.7096
4 C -1.9286 -0.4656 0.5353
5 C -2.3366 0.7927 0.4294
6 C 0.4403 2.4275 -0.6830
7 C 1.6323 2.2878 -0.7519
8 H 1.2399 -1.8786 1.7145
9 H 2.2882 -0.3228 -0.3831
10 H 0.1339 -2.5426 -0.2838
11 H 0.6969 -1.5783 -1.7700
12 H -1.3585 -0.8069 1.3962
13 H -2.1341 -1.2034 -0.2361
14 H -2.8954 1.1383 -0.4376
15 H -2.1202 1.5279 1.2012
16 H -0.6195 2.5406 -0.6170
17 H 2.6908 2.1600 -0.8084

Results
Gap between HOMO and LUMO ... 9.93 eV
SMILES ... C=CO.C#C.C=C
M ... 98.14 g/mol
Charge ... 0
Highest occupied orbital energy ... -8.975 eV

Results of the natural (NBO) charge analysis, in e, for atoms 1 through 2: -0.67 0.17

Stability summary: most stable version ii, least stable version i.

Version i
Here is an isolated molecule of C6H10O from the OMol25 dataset. Energies are from ωB97M-V/def2-TZVPD.

CARTESIAN COORDINATES (ANGSTROEM)
1 C -1.2784 -1.7341 -0.5079
2 C -0.5776 -0.4822 -0.0963
3 C -0.9790 0.7889 -0.1973
4 C 0.1845 1.7461 -0.0309
5 C 1.3749 0.7952 -0.2359
6 C 0.8665 -0.5046 0.3785
7 O 0.9583 -0.4969 1.8039
8 H -2.3380 -1.5682 -0.7350
9 H -1.1730 -2.5369 0.2325
10 H -0.8005 -2.0950 -1.4333
11 H -1.9870 1.1063 -0.4550
12 H 0.2186 2.2172 0.9581
13 H 0.1531 2.5590 -0.7599
14 H 1.5001 0.6288 -1.3123
15 H 2.3298 1.1239 0.1752
16 H 1.4209 -1.3911 0.0535
17 H 0.1267 -0.1564 2.1620

Results
Gap between HOMO and LUMO ... 10.16 eV
SMILES ... CC1=CCC[C@H]1O
M ... 98.14 g/mol
Charge ... 0
Highest occupied orbital energy ... -9.206 eV

Results of the natural (NBO) charge analysis, in e, for atoms 1 through 2: -0.64 -0.02

Version ii
Here is an isolated molecule of C6H10O from the OMol25 dataset. Energies are from ωB97M-V/def2-TZVPD.

CARTESIAN COORDINATES (ANGSTROEM)
1 C 2.4184 -0.1159 -0.4384
2 C 1.0777 -0.7435 -0.1161
3 C 0.4142 -0.0495 1.0126
4 C -1.5723 -0.0653 -0.3476
5 O -2.0253 -1.3471 -0.3681
6 C -2.2865 1.0218 -0.0535
7 C -0.1058 0.1410 -0.4031
8 H 3.1580 -0.4503 0.2979
9 H 2.3483 0.9780 -0.3493
10 H 2.7783 -0.3525 -1.4403
11 H 1.0092 -1.8254 -0.1813
12 H 0.9044 0.7736 1.5087
13 H -0.2273 -0.6422 1.6647
14 H -2.8915 -1.3294 0.0597
15 H -3.3611 1.0180 0.0521
16 H -1.7621 1.9632 0.1008
17 H 0.1236 1.0252 -0.9988

Results
Gap between HOMO and LUMO ... 9.29 eV
SMILES ... C=C(O)[C@H]1C[C@@H]1C
M ... 98.14 g/mol
Charge ... 0
Highest occupied orbital energy ... -8.384 eV

Results of the natural (NBO) charge analysis, in e, for atoms 1 through 2: -0.60 -0.22

Stability summary: most stable version i, least stable version ii.

Version i
Here is an isolated molecule of C6H10O from the OMol25 dataset. Energies are from ωB97M-V/def2-TZVPD.

CARTESIAN COORDINATES (ANGSTROEM)
1 O -1.3401 -1.7192 -0.2877
2 C -0.4694 -0.8360 -0.9987
3 C -0.8994 0.5784 -0.6425
4 C -0.5350 0.8697 0.8152
5 C 0.9696 0.7733 1.0936
6 C 1.6216 -0.3175 0.2879
7 C 0.9872 -1.0417 -0.6362
8 H -2.1855 -1.2403 -0.2848
9 H -0.5817 -1.0205 -2.0791
10 H -2.0007 0.6116 -0.7459
11 H -0.4524 1.2994 -1.3380
12 H -1.0467 0.1176 1.4265
13 H -0.9161 1.8546 1.0990
14 H 1.4754 1.7264 0.8760
15 H 1.1377 0.5957 2.1659
16 H 2.6839 -0.4884 0.4708
17 H 1.5515 -1.7631 -1.2221

Results
Gap between HOMO and LUMO ... 10.52 eV
SMILES ... O[C@@H]1C=CCCC1
M ... 98.14 g/mol
Charge ... 0
Highest occupied orbital energy ... -9.513 eV

Results of the natural (NBO) charge analysis, in e, for atoms 1 through 2: -0.71 0.05

Version ii
Here is a cluster of 2 separate species, C6H10O in total from the OMol25 dataset. Energies are from ωB97M-V/def2-TZVPD.

CARTESIAN COORDINATES (ANGSTROEM)
1 C 0.8915 0.4878 0.1373
2 C 0.3404 -0.9159 0.0108
3 O 0.6888 -1.8455 0.7071
4 C -0.7726 -1.0387 -1.0083
5 C -1.7884 0.0581 -0.7794
6 C -1.5483 1.1300 -0.0245
7 C -0.2316 1.4024 0.6586
8 H 1.7604 0.4979 0.7993
9 H 1.2029 0.8323 -0.8577
10 H 3.5713 -1.4610 1.0304
11 H 2.8537 -1.6476 1.1092
12 H -0.3472 -0.9601 -2.0202
13 H -1.2207 -2.0327 -0.9181
14 H -2.7652 -0.0755 -1.2398
15 H -2.3420 1.8578 0.1332
16 H -0.3451 1.2581 1.7418
17 H 0.0519 2.4527 0.5204

Results
Gap between HOMO and LUMO ... 10.26 eV
SMILES ... O=C1CC=CCC1.[H][H]
M ... 98.14 g/mol
Charge ... 0
Highest occupied orbital energy ... -9.366 eV

Results of the natural (NBO) charge analysis, in e, for atoms 1 through 2: -0.51 0.62

Stability summary: most stable version i, least stable version ii.